Entry A
C4H21NO8 | wB97M-V/def2-TZVPD

Each atom is followed by the atoms it is bonded to, with distances in Å.
Geometry (Å):
1 O 3.49384 0.53239 0.03238  C2 1.220
2 C 3.18852 -0.64031 0.17009  O1 1.220, N3 1.361, H8 1.096
3 N 2.11964 -1.16571 -0.48797  C2 1.361, C4 1.476, H9 1.010
4 C 1.59264 -2.49192 -0.11263  N3 1.476, C5 1.544, H10 1.086, H11 1.106
5 C 0.15019 -2.78312 -0.58058  C4 1.544, C6 1.551, H12 1.087, H13 1.090
6 C -0.78996 -2.99293 0.63543  C5 1.551, O7 1.424, H14 1.092, H15 1.088
7 O -0.86871 -1.81594 1.43304  C6 1.424, H16 0.961
8 H 3.68480 -1.33748 0.85413  C2 1.096
9 H 1.40504 -0.53413 -0.81906  N3 1.010
10 H 2.31429 -3.27508 -0.32700  C4 1.086
11 H 1.48211 -2.43921 0.98628  C4 1.106
12 H 0.26724 -3.66735 -1.20262  C5 1.087
13 H -0.29681 -1.93956 -1.10598  C5 1.090
14 H -1.82090 -3.04546 0.27861  C6 1.092
15 H -0.46416 -3.89938 1.14231  C6 1.088
16 H -0.15426 -1.19897 1.25259  O7 0.961
17 H -0.31748 0.18380 2.50332  O19 0.959
18 H -1.65724 0.79835 2.16474  O19 0.958
19 O -0.75543 1.02973 2.39181  H17 0.959, H18 0.958
20 H -0.15110 2.03961 -0.90221  O22 0.997
21 H -0.74322 1.82058 -2.26789  O22 0.966
22 O -0.97049 2.24597 -1.43131  H20 0.997, H21 0.966
23 H -1.88064 0.06319 -1.56135  O25 0.970
24 H -3.09063 -0.26515 -2.30677  O25 0.968
25 O -2.13257 -0.37415 -2.39022  H23 0.970, H24 0.968
26 H -2.82209 1.92887 1.36889  O28 0.959
27 H -2.15707 2.22493 0.08830  O28 0.974
28 O -3.03021 1.96480 0.43345  H26 0.959, H27 0.974
29 H -0.96182 3.83307 -0.17858  O31 0.965
30 H 0.24302 3.68316 0.80397  O31 0.955
31 O -0.52730 4.20782 0.59773  H29 0.965, H30 0.955
32 H 2.10156 1.81673 -0.01700  O34 0.972
33 H 2.03933 3.09435 -0.92302  O34 0.962
34 O 1.50987 2.39849 -0.52289  H32 0.972, H33 0.962

Properties
**SMILES**: O=CNCCCO.O.O.O.O.O.O
**HOMO level**: -10.621 eV
**HOMO-LUMO gap**: 0.400 Eh

Atomic partial charges in e from the Mulliken method, atoms 1 to 6:
1. O -0.63
2. C 0.07
3. N -0.12
4. C -0.83
5. C -0.58
6. C -0.58

***

Entry B
C4H21NO8 | wB97M-V/def2-TZVPD

Each atom is followed by the atoms it is bonded to, with distances in Å.
Geometry (Å):
1 C -1.70372 -1.74690 0.84243  C2 1.529, H8 1.098, H9 1.092, H10 1.103
2 C -1.54309 -1.27992 -0.60460  C1 1.529, C3 1.505, N4 1.484, H11 1.138
3 C -2.35981 -0.04244 -0.86083  C2 1.505, H12 1.094, H13 1.112, H14 1.082
4 N -0.07368 -1.17265 -0.78513  C2 1.484, C5 1.347, H15 1.021
5 C 0.80336 -0.24716 -0.35046  N4 1.347, O6 1.359, O7 1.222
6 O 2.09869 -0.46067 -0.70208  C5 1.359, H16 0.971
7 O 0.53558 0.78427 0.24847  C5 1.222
8 H -1.23261 -0.95489 1.43973  C1 1.098
9 H -1.41105 -2.77870 1.04891  C1 1.092
10 H -2.73472 -1.50852 1.15531  C1 1.103
11 H -1.78677 -1.98896 -1.46118  C2 1.138
12 H -2.67032 0.51831 0.02621  C3 1.094
13 H -3.32615 -0.28390 -1.35606  C3 1.112
14 H -1.85624 0.64072 -1.53158  C3 1.082
15 H 0.32532 -2.03321 -1.16334  N4 1.021
16 H 2.64753 0.29543 -0.43682  O6 0.971
17 H 2.00837 -2.83509 -0.13917  O19 0.965
18 H 2.70325 -3.32799 -1.40645  O19 0.965
19 O 2.19787 -3.63534 -0.64346  H17 0.965, H18 0.965
20 H -1.77104 2.37314 0.88803  O22 0.964
21 H -2.49090 3.47512 1.46572  O22 0.973
22 O -2.57259 2.87552 0.70399  H20 0.964, H21 0.973
23 H 2.26940 -1.76802 -4.12517  O25 0.963
24 H 1.41449 -1.67943 -2.88424  O25 0.967
25 O 1.37915 -1.95557 -3.81051  H23 0.963, H24 0.967
26 H 0.07600 1.04034 2.67864  O28 0.959
27 H -0.18865 -0.22538 3.52775  O28 0.960
28 O -0.12670 0.73208 3.56353  H26 0.959, H27 0.960
29 H 0.12352 2.52280 1.35430  O31 0.966
30 H 0.95024 3.30801 2.39519  O31 0.962
31 O 0.26643 3.40349 1.72461  H29 0.966, H30 0.962
32 H 1.96703 2.52497 0.08296  O34 0.972
33 H 3.15461 2.77043 -0.90640  O34 0.962
34 O 2.92717 2.66008 0.02169  H32 0.972, H33 0.962

Properties
**SMILES**: CC(C)NC(=O)O.O.O.O.O.O.O
**HOMO level**: -10.822 eV
**HOMO-LUMO gap**: 0.400 Eh

Atomic partial charges in e from the Mulliken method, atoms 1 to 6:
1. C -1.11
2. C 0.39
3. C -1.45
4. N -0.06
5. C 0.36
6. O -0.48

***

Which is the most stable structure? entry B is the most stable.